[1]
{"formula": "C10H14N2OS", "method": "ωB97M-V/def2-TZVPD", "e_tot_ev": -26453.774, "orbital_gap_ev": [6.277, 6.738], "charge": 0, "de_lowest_ev": 6.720, "symbols": ["C", "C", "C", "C", "C", "C", "C", "C", "C", "C", "N", "N", "O", "S", "H", "H", "H", "H", "H", "H", "H", "H", "H", "H", "H", "H", "H", "H"], "coordinates": [[-2.82, -2.02, -1.60], [-2.91, -0.65, -1.61], [-1.71, -2.65, -1.23], [-1.90, 0.18, -1.21], [-0.61, -1.91, -0.80], [-0.76, -0.44, -0.76], [2.95, -1.74, 0.66], [1.79, 2.04, 0.21], [-0.57, 1.70, 1.10], [0.40, 1.51, -0.08], [0.49, -2.39, -0.16], [0.44, 0.13, -0.51], [0.90, -1.94, 2.29], [1.36, -1.41, 0.99], [-3.61, -2.59, -2.02], [-3.81, -0.30, -1.90], [-1.67, -3.77, -1.48], [-2.08, 1.16, -1.04], [3.52, -1.39, 1.40], [3.13, -1.29, -0.29], [1.83, 2.22, 1.41], [2.57, 1.42, -0.14], [1.85, 3.02, -0.36], [-0.61, 0.67, 1.64], [-1.41, 2.25, 0.65], [-0.12, 2.33, 1.90], [-0.08, 1.92, -0.99], [0.48, -3.37, -0.17]], "nbo_charge": [-0.198, -0.214, -0.251, -0.225, 0.201, 0.064, -0.842, -0.604, -0.644, -0.108, -0.776, -0.389, -0.903, 1.691, 0.212, 0.203, 0.215, 0.210, 0.209, 0.215, 0.204, 0.220, 0.220, 0.238, 0.221, 0.216, 0.204, 0.411]}

[2]
{"formula": "C22H19F3N6O5RuSSe", "method": "ωB97M-V/def2-TZVPD", "multiplicity": 2, "e_tot_ev": -129216.637, "orbital_gap_ev": [7.376, 7.234], "charge": -1, "de_lowest_ev": 0.981, "symbols": ["Ru", "C", "N", "C", "C", "N", "C", "C", "C", "C", "C", "C", "N", "C", "N", "C", "C", "C", "C", "C", "C", "N", "H", "H", "H", "H", "H", "H", "H", "H", "H", "H", "H", "H", "H", "H", "H", "O", "N", "C", "C", "C", "C", "C", "S", "H", "H", "H", "H", "F", "C", "F", "F", "O", "Se", "O", "O", "O"], "coordinates": [[-0.77, 1.22, -0.52], [2.34, 1.59, -2.27], [1.91, 2.34, -1.12], [2.73, 2.44, 0.03], [2.22, 1.71, 1.24], [1.15, 0.99, 1.36], [1.10, 0.60, 2.69], [0.17, -0.18, 3.38], [0.39, -0.41, 4.73], [1.51, 0.10, 5.39], [2.45, 0.87, 4.72], [2.22, 1.11, 3.38], [2.92, 1.81, 2.42], [1.82, 0.18, -2.25], [1.26, -0.37, -1.22], [0.96, -1.67, -1.62], [0.35, -2.70, -0.91], [0.11, -3.88, -1.59], [0.46, -4.04, -2.93], [1.08, -3.02, -3.64], [1.33, -1.84, -2.96], [1.93, -0.65, -3.34], [3.44, 1.54, -2.33], [1.98, 2.06, -3.18], [1.32, 3.12, -1.35], [2.87, 3.49, 0.33], [3.74, 2.05, -0.18], [-0.69, -0.55, 2.86], [-0.32, -1.00, 5.29], [1.65, -0.10, 6.45], [3.32, 1.27, 5.23], [3.73, 2.39, 2.57], [0.07, -2.55, 0.12], [-0.38, -4.71, -1.07], [0.24, -4.98, -3.43], [1.34, -3.14, -4.68], [1.78, -0.24, -4.25], [-1.26, -0.39, 0.71], [-2.53, -0.82, 0.58], [-2.80, -2.03, 1.10], [-4.05, -2.57, 1.06], [-5.07, -1.82, 0.45], [-4.77, -0.59, -0.07], [-3.47, -0.06, -0.03], [-3.05, 1.47, -0.66], [-1.94, -2.52, 1.53], [-4.23, -3.55, 1.47], [-6.08, -2.20, 0.39], [-5.53, 0.01, -0.56], [-1.59, 2.69, 1.85], [-0.96, 2.89, 0.65], [-1.66, 3.90, 0.05], [0.23, 3.52, 1.00], [-1.20, 0.03, -2.57], [-1.02, 1.43, -3.46], [-2.36, 1.94, -4.18], [-0.61, 2.48, -2.17], [0.24, 1.35, -4.48]], "nbo_charge": [0.900, -0.280, -0.646, -0.248, 0.440, -0.483, 0.177, -0.208, -0.233, -0.227, -0.255, 0.094, -0.553, 0.459, -0.540, 0.181, -0.221, -0.233, -0.229, -0.238, 0.115, -0.576, 0.183, 0.271, 0.429, 0.209, 0.195, 0.240, 0.202, 0.202, 0.205, 0.408, 0.218, 0.197, 0.200, 0.209, 0.449, -0.570, 0.007, 0.041, -0.287, -0.177, -0.225, 0.030, 0.125, 0.227, 0.221, 0.215, 0.232, -0.374, 0.825, -0.361, -0.399, -1.101, 2.762, -1.042, -1.041, -1.122]}

[3]
{"formula": "C7H15N3O2", "method": "ωB97M-V/def2-TZVPD", "e_tot_ev": -16064.150, "orbital_gap_ev": 10.325, "charge": 0, "de_lowest_ev": 2.953, "smiles": "CC(=O)N1CC1.C=NOCCN", "symbols": ["C", "C", "C", "C", "C", "C", "C", "H", "H", "H", "H", "H", "H", "H", "H", "H", "H", "H", "H", "H", "H", "H", "N", "N", "N", "O", "O"], "coordinates": [[-4.88, 0.83, -0.17], [-4.11, -0.37, 0.34], [-1.01, -1.79, -0.20], [1.68, 0.27, 0.89], [2.72, -0.30, 0.01], [4.42, 1.38, 0.43], [5.05, 0.33, -0.42], [-4.62, 2.84, -0.27], [-3.50, 2.03, -1.10], [-5.31, 0.57, -1.17], [-5.73, 1.00, 0.50], [-4.67, -1.30, 0.16], [-3.95, -0.27, 1.42], [-0.68, -1.19, -1.04], [-0.36, -2.55, 0.21], [1.43, -0.49, 1.65], [1.99, 1.19, 1.38], [0.75, 0.49, 0.32], [4.51, 2.44, 0.14], [4.33, 1.18, 1.49], [5.66, 0.66, -1.26], [5.32, -0.61, 0.05], [-4.02, 2.03, -0.22], [-2.13, -1.55, 0.35], [3.62, 0.60, -0.52], [-2.83, -0.51, -0.27], [2.74, -1.44, -0.36]], "nbo_charge": [-0.240, -0.070, -0.142, -0.726, 0.673, -0.260, -0.235, 0.353, 0.358, 0.167, 0.202, 0.176, 0.180, 0.175, 0.205, 0.244, 0.223, 0.255, 0.207, 0.199, 0.209, 0.213, -0.828, -0.120, -0.426, -0.416, -0.576]}

[4]
{"formula": "C9H27Co3FN9O26P2", "method": "ωB97M-V/def2-TZVPD", "multiplicity": 10, "e_tot_ev": -210573.772, "orbital_gap_ev": [4.473, 4.744], "charge": -1, "de_lowest_ev": 0.655, "symbols": ["Co", "Co", "Co", "P", "O", "O", "O", "O", "P", "O", "O", "O", "O", "F", "C", "N", "O", "O", "H", "H", "H", "C", "N", "O", "O", "H", "H", "H", "C", "N", "O", "O", "H", "H", "H", "C", "N", "O", "O", "H", "H", "H", "C", "N", "O", "O", "H", "H", "H", "C", "N", "O", "O", "H", "H", "H", "C", "N", "O", "O", "H", "H", "H", "C", "N", "O", "O", "H", "H", "H", "C", "N", "O", "O", "H", "H", "H"], "coordinates": [[1.42, -0.34, 2.03], [1.81, -1.03, -0.98], [0.64, 2.34, 0.65], [-0.33, -0.09, 0.02], [-0.25, -0.87, 1.33], [1.05, 0.42, 0.18], [-0.89, 1.34, 0.15], [-0.10, -0.86, -1.28], [3.68, -1.27, 1.16], [3.35, -0.41, 2.37], [2.26, -1.81, 1.01], [4.38, -2.65, 1.23], [3.59, -0.69, -0.31], [1.02, 1.63, 2.51], [-1.73, -3.63, 1.34], [-0.46, -4.12, 1.82], [0.49, -4.17, 1.09], [-0.45, -4.63, 3.01], [-1.47, -3.23, 0.36], [-2.02, -2.82, 2.01], [-2.43, -4.46, 1.38], [5.43, 2.10, -0.24], [4.07, 2.04, -0.87], [3.90, 1.54, -1.97], [3.09, 2.44, -0.22], [6.25, 1.53, -0.68], [5.19, 1.67, 0.74], [5.76, 3.14, -0.14], [-3.39, 0.16, -2.44], [-3.81, 1.02, -1.31], [-3.48, 2.21, -1.35], [-4.50, 0.52, -0.40], [-3.83, 0.63, -3.32], [-3.71, -0.84, -2.13], [-2.30, 0.20, -2.38], [-0.49, 4.25, 3.77], [-1.35, 3.71, 2.71], [-0.97, 3.80, 1.52], [-2.49, 3.28, 2.95], [0.56, 4.16, 3.48], [-0.81, 3.66, 4.63], [-0.71, 5.30, 3.96], [-0.17, -2.71, 5.50], [0.62, -2.16, 4.37], [1.54, -2.82, 3.96], [0.47, -1.01, 4.09], [0.47, -2.62, 6.38], [-0.55, -3.70, 5.26], [-1.05, -2.07, 5.47], [-1.00, -2.38, -3.49], [-0.65, -2.97, -4.81], [0.08, -3.96, -4.93], [-1.01, -2.28, -5.80], [-2.01, -2.75, -3.29], [-0.83, -1.31, -3.59], [-0.25, -2.82, -2.84], [-3.28, -0.12, 2.32], [-3.28, -0.52, 3.72], [-2.64, 0.19, 4.48], [-3.61, -1.67, 3.98], [-4.26, 0.29, 2.08], [-3.17, -1.00, 1.68], [-2.57, 0.69, 2.12], [1.77, 0.36, -5.31], [2.41, -0.66, -4.33], [2.02, -0.62, -3.13], [3.14, -1.48, -4.84], [2.39, 0.63, -6.17], [1.75, 1.27, -4.70], [0.77, 0.01, -5.54], [-0.84, 3.65, -3.25], [0.03, 2.84, -2.34], [0.37, 1.77, -2.73], [0.47, 3.29, -1.32], [-0.85, 4.70, -2.96], [-1.82, 3.18, -3.21], [-0.38, 3.59, -4.23]], "lowdin_charge": [0.629, 0.777, 0.819, 0.089, -0.320, -0.468, -0.355, -0.349, 0.053, -0.375, -0.438, -0.391, -0.418, -0.421, 0.022, -0.402, 0.127, -0.029, 0.089, 0.069, 0.105, 0.056, -0.384, 0.053, -0.004, 0.101, 0.096, 0.090, 0.047, -0.412, 0.045, 0.040, 0.107, 0.099, 0.069, 0.046, -0.356, -0.020, 0.091, 0.098, 0.110, 0.104, 0.055, -0.428, 0.111, 0.043, 0.105, 0.083, 0.079, 0.020, -0.405, 0.064, -0.010, 0.107, 0.076, 0.093, 0.006, -0.416, 0.059, 0.034, 0.091, 0.081, 0.080, 0.074, -0.336, -0.013, 0.106, 0.092, 0.068, 0.088, 0.079, -0.392, 0.098, 0.025, 0.102, 0.090, 0.099]}

[5]
{"formula": "C9H11BO2S", "method": "ωB97M-V/def2-TZVPD", "e_tot_ev": -25117.276, "orbital_gap_ev": [7.729, 7.280], "charge": 0, "de_lowest_ev": 0.972, "symbols": ["B", "C", "C", "C", "C", "C", "C", "C", "C", "C", "O", "O", "S", "H", "H", "H", "H", "H", "H", "H", "H", "H", "H", "H"], "coordinates": [[1.40, -1.37, 0.14], [-3.41, -1.31, -0.33], [-3.87, -0.09, 0.07], [-2.08, -1.50, -0.64], [-2.95, 0.97, 0.20], [-1.08, -0.51, -0.38], [-1.55, 0.78, 0.04], [0.37, -0.67, -0.71], [1.04, 1.41, 0.45], [2.23, 1.94, -0.43], [2.66, -1.37, -0.33], [1.16, -1.66, 1.55], [-0.51, 2.16, 0.00], [-4.12, -2.17, -0.42], [-4.92, -0.09, 0.35], [-1.80, -2.51, -1.00], [-3.28, 2.03, 0.54], [0.41, -0.43, -1.79], [1.15, 0.86, 1.34], [3.13, 1.78, 0.20], [2.14, 2.90, -0.87], [2.29, 1.34, -1.26], [3.24, -1.51, 0.43], [1.88, -1.35, 2.04]], "nbo_charge": [1.013, -0.208, -0.232, -0.195, -0.201, -0.046, -0.226, -0.508, -0.220, -0.662, -0.866, -0.900, 0.328, 0.215, 0.222, 0.215, 0.222, 0.233, 0.198, 0.213, 0.229, 0.236, 0.476, 0.465]}